Formula: C34H32FGeNReS2Si
Source: the OMol25 dataset
Level of theory: ωB97M-V/def2-TZVPD

- energy above the lowest of the compared OMol25 structures with the same formula, charge and spin (kcal per mole) = 33.2
- 2S+1 = 1
- Kohn-Sham gap (spin up / spin down) (eV) = 5.99 / 5.98
- lowest unoccupied orbital energy (spin up / spin down) (eV) = -4.9 / -4.9
- charge = +1

The geometry in XYZ format:
```
73
Properties=species:S:1:pos:R:3:lowdin_charge:R:1
Re 1.555 -1.212 0.258 1.04
C -1.711 -1.919 -1.624 -0.13
Si -0.885 -2.104 0.017 0.47
C -0.178 -0.725 2.469 -0.21
C -1.815 -3.075 1.296 -0.13
N 0.782 -2.876 -0.216 -0.24
C 0.947 -4.206 -0.643 -0.25
C -0.120 -5.033 -1.000 -0.03
C 0.092 -6.341 -1.401 -0.06
C 1.380 -6.857 -1.439 -0.05
C 2.456 -6.064 -1.071 0.01
C 2.223 -4.765 -0.682 -0.23
F 3.263 -4.005 -0.308 0.03
H -2.762 -1.660 -1.497 0.04
H -1.650 -2.859 -2.175 0.04
H -1.240 -1.147 -2.231 0.04
H -1.208 -0.794 2.827 0.08
H 0.284 0.119 2.979 0.05
H 0.337 -1.638 2.780 0.07
H -2.536 -2.444 1.817 0.04
H -1.140 -3.519 2.027 0.06
H -2.374 -3.877 0.812 0.05
H -1.131 -4.653 -0.968 0.08
H -0.751 -6.957 -1.677 0.11
H 1.549 -7.879 -1.749 0.12
H 3.471 -6.437 -1.077 0.13
S 3.474 -1.066 -0.884 0.72
C 4.289 0.453 -0.656 -0.64
C 5.440 0.776 -1.369 -0.09
C 6.095 1.956 -1.072 -0.06
C 5.609 2.796 -0.072 -0.05
C 4.464 2.472 0.637 -0.09
C 3.796 1.289 0.342 -0.63
S 2.290 0.850 1.103 0.71
H 5.808 0.111 -2.140 0.11
H 6.988 2.226 -1.618 0.11
H 6.130 3.716 0.156 0.11
H 4.084 3.130 1.407 0.11
C -0.191 -0.472 0.934 -0.66
Ge -1.098 1.262 0.445 0.98
C -0.070 2.197 -0.912 -0.31
C 0.393 1.557 -2.062 -0.13
C 1.143 2.245 -3.003 -0.07
C 1.438 3.588 -2.805 -0.07
C 0.975 4.238 -1.672 -0.07
C 0.224 3.546 -0.729 -0.09
C -2.853 0.781 -0.247 -0.31
C -3.226 1.123 -1.545 -0.10
C -4.465 0.741 -2.045 -0.07
C -5.343 0.015 -1.253 -0.07
C -4.989 -0.322 0.048 -0.07
C -3.751 0.060 0.544 -0.14
C -1.340 2.348 2.043 -0.27
C -0.274 2.761 2.845 -0.13
C -0.488 3.584 3.941 -0.07
C -1.772 4.015 4.247 -0.07
C -2.838 3.621 3.454 -0.07
C -2.624 2.793 2.360 -0.09
H 0.179 0.507 -2.227 0.07
H 1.498 1.737 -3.891 0.11
H 2.024 4.128 -3.537 0.11
H 1.199 5.286 -1.518 0.11
H -0.125 4.061 0.159 0.10
H -2.545 1.686 -2.173 0.10
H -4.745 1.015 -3.054 0.11
H -6.307 -0.281 -1.645 0.11
H -5.680 -0.875 0.671 0.11
H -3.492 -0.195 1.568 0.10
H 0.737 2.447 2.615 0.05
H 0.348 3.894 4.555 0.11
H -1.939 4.660 5.099 0.11
H -3.839 3.963 3.683 0.11
H -3.467 2.504 1.745 0.09
```